# 1
C13H31BN3O7S3 | ωB97M-V/def2-TZVPD

Calculated values
gap between HOMO and LUMO = 8.439 eV
HOMO = -10.6 eV
LUMO energy = -0.081 Ha
total energy = -65964.3084 eV
relative energy (zero: lowest compared OMol25 entry of this formula, charge and spin) = 0.00 kcal per mole

```
! RIJCOSX wB97M-V def2-TZVPD def2/J DEFGRID3
* xyz 1 1
S -5.31906 -4.97685 -0.20184
S -0.61453 -3.72718 -2.81164
S 4.70555 4.96089 -0.39059
O 2.03440 3.14051 2.69368
O 0.39364 -4.13463 -1.78103
O -4.78821 -5.28758 -1.55678
O -2.07939 1.52747 0.84481
O -1.87161 2.11464 2.96638
O 3.92301 3.77368 -0.86917
O 0.88417 4.39617 1.05416
N 0.14691 -1.29562 -0.33398
N 0.58980 0.83915 0.78543
N 1.82747 1.82212 -0.66503
C 0.73145 -0.03749 -0.27748
C 3.08565 1.05611 3.47817
C 1.28294 1.96946 0.52432
C -0.19173 0.63730 1.97795
C -6.56439 -3.70102 -0.41089
C -6.45684 -6.29423 0.22962
C 3.25909 2.38223 2.78184
C 3.50417 5.98949 0.44076
C -0.33608 -4.71620 -4.28077
C -1.48653 1.45879 1.87090
C 1.51304 0.58677 -1.18909
C -2.18047 -4.46758 -2.36058
C 4.98011 6.01821 -1.80557
B 1.41818 3.23325 1.48242
H -0.32719 -5.77234 -4.01257
H -0.02786 -1.64288 0.59906
H 3.74054 2.26674 1.81302
H -7.17838 -6.42749 -0.57579
H 0.79169 -1.94367 -0.77951
H -5.87655 -7.20457 0.36079
H -2.52084 -4.01131 -1.43749
H -1.12493 -4.51025 -5.00305
H 3.93180 2.98188 3.38384
H -7.27879 -4.01162 -1.17274
H -2.04675 -5.53757 -2.21327
H -7.06793 -3.52716 0.53981
H 5.66827 5.50626 -2.47430
H -6.96287 -6.04439 1.16185
H 2.61587 0.31432 2.84060
H 0.36509 0.95022 2.85140
H -2.90976 -4.28083 -3.14522
H 1.85733 0.22885 -2.13503
H 3.94049 6.93930 0.74616
H 4.05084 0.69685 3.80991
H 1.12950 5.09555 1.67358
H 2.40802 2.55168 -1.08307
H -6.05882 -2.79173 -0.72859
H -1.41875 1.79933 3.75772
H 2.44744 1.20643 4.34348
H 3.20116 5.43202 1.32079
H -0.48049 -0.40093 2.06643
H 4.03456 6.20213 -2.31475
H 2.65427 6.14816 -0.22211
H 0.62733 -4.43405 -4.69965
H 5.42494 6.95323 -1.46732
*
```


# 2
C13H31CuN5O8 | ωB97M-V/def2-TZVPD

Calculated values
gap between HOMO and LUMO (alpha / beta) = 3.344 / 3.347 eV
HOMO (alpha / beta) = -6.0 / -6.0 eV
LUMO energy (alpha / beta) = -0.099 / -0.099 Ha
total energy = -82444.9142 eV
relative energy (zero: lowest compared OMol25 entry of this formula, charge and spin) = 146.90 kcal per mole
⟨S²⟩ = 0.754

```
! RIJCOSX wB97M-V def2-TZVPD def2/J DEFGRID3
* xyz 0 2
Cu -0.17823 -0.22224 1.11040
O 1.18403 2.77745 3.58277
O -3.73113 -1.08119 3.15750
O 3.68913 0.16888 -0.22512
O 1.73653 -5.08956 3.95013
O -0.40470 -3.11456 -2.18217
O 1.44094 -3.09278 3.29514
O 3.42559 -3.89509 3.89354
O -2.00405 2.34588 -1.61800
N 5.06147 1.43212 -1.53586
N 2.04428 3.77741 5.41053
N -0.70513 -4.75828 -3.56199
N 2.20318 -4.00357 3.71089
N -3.76137 -2.83505 4.45416
C 1.69453 3.73982 4.13398
C 0.30897 -2.68465 -4.39916
C 4.82582 0.43487 -0.65623
C -3.09068 4.30510 -2.61343
C 1.95454 5.07681 3.37445
C -4.39736 -1.87955 3.81337
C -0.27006 -3.55431 -3.32948
C -0.59609 -5.47902 -4.77703
C 4.05747 2.34205 -2.00140
C -4.39169 2.04577 -2.15246
C 6.07167 -0.33512 -0.14180
C -5.91924 -1.83659 3.88103
C -3.03744 2.75772 -2.45668
H 1.31512 -2.43391 -4.06315
H -2.79185 -3.04471 4.26400
H -4.73600 2.19103 -1.12852
H 5.84875 -1.40195 -0.12462
H -4.39174 -3.55948 4.76712
H -1.10703 -5.22013 -2.75871
H 1.05926 5.36223 2.82210
H 6.39723 0.03457 0.83054
H 6.87916 -0.22953 -0.86629
H 0.45400 -5.60164 -5.04235
H 2.28004 5.93787 3.95817
H -5.10771 2.43419 -2.87671
H 3.37525 2.69161 -1.22649
H 3.42142 1.97238 -2.80569
H 2.49696 4.59830 5.78646
H -6.30400 -1.01867 4.49019
H -2.07023 4.66402 -2.74739
H 2.75541 5.02845 2.63664
H 6.00798 1.73477 -1.71647
H -1.05602 -6.46188 -4.67447
H 0.27918 -2.97339 -5.44980
H -1.17074 -4.83161 -5.43941
H -2.87422 2.41374 -3.47802
H 1.81809 2.98630 5.99626
H -3.74213 4.46047 -3.47341
H 4.54429 3.26738 -2.30941
H -0.24820 -1.74982 -4.46059
H -4.18019 1.00146 -2.38221
H -6.40214 -2.75543 4.21365
H -3.62362 4.73837 -1.76705
H -6.33751 -1.57736 2.90843
*
```


# 3
C13H31N3O5P | ωB97M-V/def2-TZVPD

Calculated values
gap between HOMO and LUMO = 8.184 eV
HOMO = -11.2 eV
LUMO energy = -0.110 Ha
total energy = -37972.5076 eV

```
! RIJCOSX wB97M-V def2-TZVPD def2/J DEFGRID3
* xyz 1 1
P -0.70951 -1.28121 1.36093
O -1.38979 -0.59608 -5.26889
O 0.22701 1.42038 -3.85929
O -1.08762 -0.46732 0.01459
O -1.05885 2.41931 2.61869
O 0.62103 3.96841 4.46209
N -2.24953 -1.71039 1.99162
N 0.19502 -4.76131 -0.45069
N 1.09459 -3.44768 1.00458
C 1.24696 -4.58612 0.34059
C -0.44822 2.41699 -4.61196
C -0.66571 -3.70830 -0.29441
C -0.63953 0.49794 -3.22714
C -0.47332 -0.51752 -6.34914
C -0.10198 -2.87406 0.63393
C 3.36102 -2.46992 1.26686
C -0.51296 1.91690 3.83124
C 0.04251 5.15039 3.93021
C -0.77565 -0.78970 -4.01192
C -0.08842 2.67008 1.62000
C -0.32805 3.00114 4.86976
C 2.07542 -2.92895 1.97412
H 0.28101 2.87624 -5.27593
H -0.54448 3.30454 0.86079
H -0.77579 4.92811 3.24239
H -2.07367 -2.40856 2.71184
H 4.10202 -3.25912 1.31318
H 0.22190 1.72768 1.14985
H -1.21634 1.17283 4.21760
H -0.11613 -1.51599 -6.62274
H 0.05072 2.54054 5.78700
H 3.73754 -1.55726 1.70383
H 3.14465 -2.29541 0.21920
H 0.44025 1.41336 3.63876
H -0.32908 5.78917 4.73706
H 2.10630 -5.21713 0.44903
H 2.27174 -3.71329 2.69152
H 0.08482 -5.56633 -1.04705
H 0.38124 0.11794 -6.10926
H -0.20536 0.26471 -2.25123
H -1.50214 0.35762 0.31053
H -0.85622 3.18562 -3.94744
H 1.60710 -2.09223 2.46968
H 0.20565 -1.26234 -4.13174
H -1.41573 -1.47582 -3.44408
H -1.25584 1.99351 -5.21142
H -1.00316 -0.09031 -7.19777
H -2.79969 -2.20129 1.28597
H -1.62511 0.94566 -3.06011
H 0.79816 3.17427 2.00734
H 0.82334 5.68285 3.39083
H -1.58485 -3.61599 -0.83508
H -1.28729 3.47343 5.10170
*
```


# 4
C13H32Cl6O7 | ωB97M-V/def2-TZVPD

Calculated values
gap between HOMO and LUMO = 10.158 eV
HOMO = -9.8 eV
LUMO energy = 0.014 Ha
total energy = -103465.0260 eV
relative energy (zero: lowest compared OMol25 entry of this formula, charge and spin) = 8.00 kcal per mole
SMILES string = C1CCOC1.ClCCl.ClCCl.ClCCl.OCCO.OCCO.OCCO

```
! RIJCOSX wB97M-V def2-TZVPD def2/J DEFGRID3
* xyz 0 1
Cl 1.71963 2.56146 3.69973
Cl -0.17629 0.25262 0.98746
Cl -4.04449 -1.36150 3.08704
Cl -4.90242 -0.06490 0.58797
Cl 1.39530 1.60187 -1.06085
Cl 2.48207 4.91901 2.14706
O -1.88439 0.54380 6.78124
O 4.96078 3.27033 -0.66715
O -1.03883 -1.42441 5.00868
O 2.86519 -4.69330 -1.42386
O 3.17045 4.40532 -2.54300
O 1.32632 -2.23967 -1.52151
O -3.75500 -2.53079 -3.77574
C 2.22888 3.15860 2.13225
C -3.94933 -1.36653 -2.98104
C -2.56291 -0.94769 -2.55393
C 3.28895 4.84809 -1.19674
C 0.89066 -3.53397 -1.96263
C 1.47775 -4.63593 -1.13856
C -0.08255 0.65134 -0.71595
C 4.69697 4.67364 -0.69072
C -2.36374 -2.71529 -4.04545
C -3.70752 -1.11834 1.35513
C -1.74783 -1.34264 -3.77751
C -1.93954 0.81086 5.39036
C -0.93527 -0.06739 4.63314
H -1.04511 0.88567 7.10374
H -1.15241 -1.42190 5.96422
H -2.93027 0.56220 5.00827
H 5.38464 5.14012 -1.40566
H 1.15394 -3.69422 -3.01239
H -0.66180 -1.34871 -3.67822
H 3.50788 3.50365 -2.55325
H -1.92881 -3.50515 -3.42469
H -1.06339 0.05088 3.55974
H -1.74513 1.85975 5.14811
H -1.99131 -0.72560 -4.64632
H 3.30706 -5.24485 -0.77253
H 1.29212 -4.48411 -0.06791
H 2.26671 -2.16978 -1.70960
H 2.94582 5.87972 -1.14058
H -2.41973 0.08912 -2.24207
H 2.62661 4.24786 -0.56377
H -2.75157 -0.61984 1.28657
H -2.27744 -3.00722 -5.09361
H -4.55717 -1.57159 -2.09762
H 0.05724 0.33095 4.91118
H 0.03101 -0.26298 -1.28787
H -3.72551 -2.09690 0.89605
H 4.82279 5.15005 0.28228
H -4.45323 -0.59857 -3.57193
H 0.96404 -5.58114 -1.37372
H 3.18903 2.72042 1.88778
H -2.20730 -1.49584 -1.67068
H -0.19134 -3.50007 -1.84605
H 5.52518 3.05418 0.07791
H 1.52546 2.94484 1.33777
H -0.91086 1.25451 -1.06059
*
```


# 5
C13H32F3NO8Zr | ωB97M-V/def2-TZVPD

Calculated values
gap between HOMO and LUMO = 2.266 eV
HOMO = -14.0 eV
LUMO energy = -0.429 Ha
total energy = -41279.2222 eV

```
! RIJCOSX wB97M-V def2-TZVPD def2/J DEFGRID3
* xyz 2 1
Zr 0.98119 1.91829 -3.47893
F -3.53603 1.71174 -5.02894
F -3.50931 3.80551 -4.75379
F -4.55653 2.55580 -3.29120
O 0.78779 1.33420 -1.43825
O -4.07137 3.19327 0.22062
O -3.67089 2.14653 2.80798
O 0.20194 -1.88241 2.87846
O 6.06473 -1.59818 -2.07216
O -2.04159 1.25521 -2.70542
O 2.95778 -0.66764 -1.92609
O -0.99497 2.79741 -3.80767
N 3.32903 -3.35949 1.52575
C -2.89516 3.54046 0.94706
C -0.51059 -0.68862 2.76845
C -2.60302 -0.82122 -1.55173
C 4.08014 -0.71087 -0.99647
C -3.50691 2.64391 -4.08096
C -2.22842 2.55944 -3.20139
C 1.98285 -3.28247 2.15951
C -2.95090 0.65506 -1.77638
C 2.13040 -3.85009 3.57727
C 0.56452 1.17030 -0.07546
C 1.44756 -1.84774 2.19732
C 4.95551 -1.91761 -1.21504
C -2.65774 2.32550 1.83514
H 1.31180 0.55655 0.42612
H 0.45145 2.12251 0.45593
H 4.64918 0.20367 -1.15758
H -1.70724 2.45654 2.36521
H 2.70487 -3.12031 4.15291
H 0.11627 0.21762 2.72640
H -3.97180 0.60194 -2.15898
H 4.48186 -2.70779 -1.80579
H 1.25446 -1.53322 1.16275
H -2.54409 1.40228 1.25507
H 3.73729 -4.17753 1.96431
H -1.11478 -0.44646 3.64287
H -2.04563 3.66055 0.25665
H -4.31612 3.93566 -0.34359
H 5.39621 -2.28922 -0.28776
H -2.30670 3.18689 -2.30358
H 1.28665 -3.85484 1.54349
H 2.14873 -1.16343 2.68690
H 2.58815 -4.83505 3.53961
H -4.34272 1.65693 2.31765
H 3.68037 -0.68493 0.01812
H 2.47961 -1.48376 -1.72848
H -3.03029 1.23609 -0.85719
H 1.16655 -3.88412 4.08881
H -0.42537 0.72591 0.09070
H -1.56045 -0.87209 -1.23155
H -2.76949 -1.37386 -2.47574
H -1.11449 -0.67420 1.85170
H -2.99933 4.46618 1.51474
H 6.45055 -2.42774 -2.36594
H -3.27996 -1.26989 -0.82784
H 3.87444 -2.61714 1.96641
*
```


# 6
C13H33BrN3O6PS | ωB97M-V/def2-TZVPD

Calculated values
gap between HOMO and LUMO = 7.614 eV
HOMO = -8.4 eV
LUMO energy = -0.027 Ha
total energy = -120933.5488 eV

```
! RIJCOSX wB97M-V def2-TZVPD def2/J DEFGRID3
* xyz 0 1
Br 2.52373 -1.65228 4.15020
S 3.33040 -4.61987 3.01982
P 3.17103 -4.49256 4.94693
O -0.74514 1.60058 -1.44817
O -2.98989 -4.23531 -0.58364
O 1.18528 -2.74914 0.56753
O 1.82786 -2.44293 7.61626
O 3.92924 -2.26222 7.01639
O -1.18648 6.14962 -1.18849
N 2.42584 -2.99836 5.44250
N 0.62790 4.22308 -2.59716
N -0.84494 -2.10653 -1.55112
C -2.27402 -2.21758 -1.83643
C -0.50983 1.92446 -2.80871
C -0.63167 6.33332 -2.48697
C -0.28519 6.39793 -0.12605
C 0.69324 2.83348 -3.05017
C 0.92525 -1.45528 0.02818
C -0.44139 5.00969 -3.20135
C -3.18522 -2.84748 -0.78434
C -0.52456 -1.29679 -0.37724
C 2.84788 -2.53479 6.72630
C -1.92093 -4.58103 0.27966
C 1.95115 -3.58916 -0.27966
C -1.45566 2.57388 -0.70121
H 0.30029 6.90340 -2.44441
H -1.40401 4.48389 -3.17533
H 2.33086 -5.52560 5.40130
H 1.60163 -1.22826 -0.80117
H 0.92138 2.83271 -4.12057
H 2.27243 -4.44864 0.30635
H -3.15460 -2.31269 0.17202
H 0.23536 7.34998 -0.25917
H 1.35083 -3.95688 -1.11921
H -1.13748 -1.57433 0.49151
H -0.77287 3.28872 -0.23615
H -1.78672 -3.85099 1.08101
H -4.20942 -2.75060 -1.15486
H -0.47222 -3.03734 -1.42344
H 0.45137 5.59416 -0.02081
H 1.76402 -3.26673 8.11294
H -1.97892 2.05607 0.10449
H 2.83731 -3.07455 -0.66173
H -0.28946 0.97082 -3.29615
H -1.35819 6.92309 -3.05276
H -1.42566 2.30210 -3.27711
H -2.36599 -2.81290 -2.74878
H 0.51159 4.22631 -1.59336
H -2.65386 -1.21824 -2.07461
H -2.19211 3.10231 -1.30982
H -0.86652 6.44503 0.79365
H 1.13001 -0.73960 0.83095
H -0.98751 -4.69847 -0.27601
H 1.55236 2.38182 -2.54784
H -0.71508 -0.24355 -0.61504
H -2.15516 -5.54732 0.72748
H -0.18994 5.20561 -4.24791
H 4.41324 -4.67306 5.58310
*
```


# 7
C13H33CuO12S3 | ωB97M-V/def2-TZVPD

Calculated values
gap between HOMO and LUMO (alpha / beta) = 7.519 / 5.377 eV
HOMO (alpha / beta) = -7.4 / -6.7 eV
LUMO energy (alpha / beta) = 0.004 / -0.048 Ha
total energy = -115720.8837 eV
⟨S²⟩ = 2.020

```
! RIJCOSX wB97M-V def2-TZVPD def2/J DEFGRID3
* xyz 0 3
Cu -0.53070 0.55588 -1.88040
S -1.84381 -0.95753 1.04029
S 0.21102 2.41850 1.20083
S 2.11581 -1.06912 0.05980
O 1.88079 -1.57436 1.43224
O -1.64622 -0.04420 -0.10856
O -0.91584 -0.86351 2.18019
O 1.48831 1.80326 2.04565
O 0.27485 2.00576 -0.23493
O 2.85585 -2.29291 -0.77006
O -1.48654 2.43680 -2.70964
O -1.04004 -1.43483 -2.86726
O -3.40669 -0.64890 1.53479
O -1.86279 4.97006 -4.07014
O -0.98610 2.22598 2.00368
O 1.18067 -0.50008 -0.86069
C 3.39320 -3.38047 -0.13593
C 3.60001 0.08446 0.15449
C -3.67470 -0.87303 2.90034
C -5.17449 -1.06007 2.92089
C -0.12599 -2.16813 -3.60860
C -0.16841 -1.93625 -5.20489
C -2.74632 3.10097 -2.57444
C -1.98863 -2.61769 0.37706
C 0.75796 4.24530 1.34528
C -3.01655 4.32251 -3.48106
C 4.58089 -3.84845 -0.98599
C 2.91522 1.23888 3.93014
C 1.56629 1.84097 3.49777
H 0.65233 1.48232 3.97121
H 3.64225 -3.13000 0.89526
H 3.19219 0.34110 3.37754
H 5.44745 -3.18775 -0.96057
H 1.78829 4.38215 1.01696
H 4.94032 -4.87383 -0.89934
H 3.69630 1.99244 3.82939
H 0.57549 -1.27791 -5.65356
H 4.16325 -3.79583 -1.99142
H -0.27148 -3.24800 -3.63696
H -0.02613 -2.91101 -5.67149
H -3.41798 5.20417 -2.98144
H 4.11828 0.00487 -0.80111
H -2.40731 -2.42052 -0.60983
H 2.50469 -4.00351 -0.03359
H -2.65994 3.55576 -1.58762
H -5.54014 -1.38119 3.89623
H -0.97930 -3.02632 0.42577
H 2.77586 0.89363 4.95459
H 1.60672 2.84333 3.92406
H -5.65559 -1.70294 2.18377
H -1.10390 -1.64275 -5.68114
H 0.58148 4.50202 2.38981
H -3.86050 4.24355 -4.16634
H 4.21905 -0.18296 1.01087
H -2.63339 -3.24401 0.99357
H -3.52505 2.34461 -2.67250
H -3.31939 -0.11376 3.59701
H -5.62432 -0.08828 2.71747
H 0.81971 -1.70287 -3.33061
H 0.10625 4.85435 0.71883
H -3.30741 -1.80810 3.32325
H 3.29485 1.11755 0.32091
*
```


# 8
C13H34FGeN2O6P2PbS2Se2 | ωB97M-V/def2-TZVPD

Calculated values
gap between HOMO and LUMO = 8.204 eV
HOMO = -10.6 eV
LUMO energy = -0.090 Ha
total energy = -264721.1406 eV

```
! RIJCOSX wB97M-V def2-TZVPD def2/J DEFGRID3
* xyz 1 1
Pb -1.10657 -1.14581 0.14532
Se -1.37316 -0.22004 3.00520
Se -2.64473 -3.23773 1.51599
Ge 1.40363 3.15511 -1.33548
S -2.25613 1.65125 -1.98547
S -3.41071 -1.09765 -1.49413
P 1.77923 -2.79885 1.11524
P 2.05910 -1.51776 -1.69713
F -0.50172 2.16424 0.57241
O 2.02208 -2.27005 -2.98858
O 2.04031 -1.26074 1.56489
O 0.29980 -2.94537 0.79073
O 0.79174 -0.88150 -1.21032
O 3.18628 -0.38149 -1.68467
O 2.36017 -3.74048 2.07917
N -4.69897 1.19581 -1.40359
N 2.09565 -4.05950 -1.21116
C 0.31828 0.61128 3.47972
C 2.63561 -2.86329 -0.52401
C -4.75376 2.62123 -1.63524
C -3.54591 0.56665 -1.59861
C -4.29148 -2.19545 1.81557
C -1.98110 -3.08093 3.38296
C -0.90229 -2.05233 3.61352
C 0.95394 2.12628 -2.97124
C -3.30955 3.11726 -1.64576
C 4.13182 -2.94925 -0.37444
C 0.87341 2.16072 0.33726
C 3.36828 3.36130 -1.14625
C 0.48520 4.92339 -1.28793
H -3.13753 3.85706 -2.42160
H 0.50378 0.46473 4.54180
H 0.05889 2.50145 -3.45934
H 0.23298 1.66886 3.24731
H -2.86979 -2.87293 3.98269
H 4.51630 -2.00554 0.00594
H 1.16492 -4.24181 -0.81119
H 0.36014 5.26824 -0.26608
H 0.00460 -2.33649 3.07902
H 4.61927 -3.15621 -1.32649
H 2.68105 -4.89227 -1.12953
H -0.68749 -1.97643 4.68303
H -2.99316 3.51114 -0.68064
H 1.17773 1.11727 0.28780
H -4.03870 -1.16944 2.08124
H 1.32275 2.62452 1.21655
H -5.33581 3.09547 -0.84150
H 1.99687 -3.67359 -2.22712
H 3.82342 2.38412 -1.01285
H -1.58796 -4.06941 3.63505
H 1.09907 0.15384 2.88150
H -4.85200 -2.21254 0.88597
H -0.49410 4.87864 -1.75497
H 1.77788 2.19384 -3.67656
H 4.38137 -3.72727 0.34676
H 2.87574 -1.23867 2.03576
H 0.79999 1.07923 -2.73020
H -4.87086 -2.66117 2.60849
H -5.25216 2.81599 -2.59240
H 3.61966 3.97757 -0.28683
H 1.08218 5.65868 -1.81656
H -5.53906 0.66904 -1.21136
H 3.79676 3.81898 -2.03342
H 3.73483 -0.46121 -2.46421
*
```